Arrangement i

Here is a cluster of 2 separate species, C3H10NO in total from OMol25. Energies are from ωB97M-V with the def2-TZVPD basis set.

ORCA input file:
```
! RIJCOSX wB97M-V def2-TZVPD def2/J DEFGRID3
* xyz 2 2
C -1.1750 -2.2007 -0.6027
O -1.1700 -1.4274 0.6035
H -0.2100 -2.1847 -0.9340
H -1.4934 -3.2336 -0.7980
H -1.7043 -1.6194 -1.3497
H -1.7119 -1.8767 1.2671
C 1.2151 1.0654 0.3094
C 2.0385 1.7379 -0.4867
N -0.2802 1.1976 0.2019
H 1.4353 0.2436 1.0617
H 2.9343 2.1244 -0.2885
H 1.4359 2.3156 -1.2854
H -0.5162 1.9070 0.9266
H -0.4483 1.3465 -0.7497
H -0.8719 0.3977 0.5898
*
```

Calculated values
HOMO-LUMO gap (alpha / beta) = 12.24 / 3.66 eV
HOMO (alpha / beta) = -20.377 / -19.005 eV

Arrangement ii

Here is the ion C3H10NO with charge +2 from OMol25. Energies are from ωB97M-V with the def2-TZVPD basis set.

ORCA input file:
```
! RIJCOSX wB97M-V def2-TZVPD def2/J DEFGRID3
* xyz 2 2
O -1.3383 2.0451 -0.4357
C -1.3205 1.0397 0.5349
C 0.0726 0.3427 0.5107
N 0.1269 -0.8576 -0.4018
C 1.4973 -1.4360 -0.6673
H -1.3417 2.9999 -0.1562
H -2.2344 0.4064 0.4709
H -1.3784 1.5659 1.5198
H 0.7462 1.1388 0.1837
H 0.4425 -0.0186 1.4696
H -0.3844 -1.5366 0.1717
H -0.3491 -0.8440 -1.3100
H 2.0492 -1.4718 0.2810
H 1.4159 -2.5244 -0.7379
H 1.9962 -0.8495 -1.4332
*
```

Calculated values
HOMO-LUMO gap (alpha / beta) = 14.13 / 6.94 eV
HOMO (alpha / beta) = -22.169 / -22.160 eV

Most stable = arrangement ii